# 1
Formula: C26H42GeN5OSeTi
Source: OMol25
Level of theory: ωB97M-V/def2-TZVPD

Each line ends with the Löwdin spin population.
Atoms and positions in Å:
Ti: -1.5767 1.3780 -0.3900  1.161
C: -1.9345 2.4033 1.7171  0.000
C: -2.4716 3.2595 0.7154  0.001
C: -1.4066 3.7091 -0.0926  0.000
C: -0.2105 3.1021 0.3767  0.016
C: -0.5404 2.3029 1.5201  0.016
C: 0.4300 1.7091 2.4952  0.007
C: 1.1664 3.3015 -0.1841  0.006
C: -1.5318 4.6794 -1.2238  0.001
C: -3.9077 3.6608 0.5832  0.004
C: -2.7119 1.8406 2.8661  0.002
H: 0.1007 0.7382 2.8727  0.001
H: 0.5502 2.3702 3.3581  0.001
H: 1.4118 1.5511 2.0530  0.000
H: 1.6421 4.2002 0.2194  0.002
H: 1.1555 3.4030 -1.2707  0.001
H: 1.8154 2.4559 0.0498  0.000
H: -1.8685 5.6537 -0.8620  0.000
H: -2.2382 4.3306 -1.9792  0.000
H: -0.5766 4.8310 -1.7269  0.000
H: -4.1308 4.5317 1.2065  0.000
H: -4.5849 2.8606 0.8868  0.001
H: -4.1563 3.9226 -0.4462  0.000
H: -2.9466 2.6292 3.5868  -0.001
H: -2.1532 1.0708 3.3992  0.000
H: -3.6564 1.3942 2.5495  0.001
C: 1.0669 -1.7455 -2.5378  0.017
C: 0.4014 -0.7757 -1.6795  0.064
N: -0.1708 -0.0078 -1.0433  0.029
H: 0.3709 -2.5517 -2.7640  0.003
H: 1.9504 -2.1282 -2.0307  0.002
H: 1.3234 -1.2350 -3.4681  0.006
O: -1.9316 1.8159 -2.2817  0.047
N: -1.3045 1.2141 -3.3461  0.271
C: -0.1942 1.8181 -3.8900  0.134
C: 0.4521 1.2040 -4.9194  0.057
C: -0.0052 -0.0288 -5.4505  0.264
C: -1.1964 -0.5650 -4.8965  0.055
C: -1.8324 0.0489 -3.8616  0.129
H: 0.0929 2.7548 -3.4402  0.012
H: 1.3259 1.6978 -5.3250  -0.001
H: 0.4922 -0.4987 -6.2841  0.019
H: -1.6357 -1.4771 -5.2806  -0.001
H: -2.7316 -0.3019 -3.3825  0.013
C: 3.8055 -4.6568 1.5417  0.000
Ge: 4.9422 -3.0886 1.6860  0.000
C: 6.3040 -3.3673 3.0428  0.000
C: 5.7810 -2.7194 -0.0286  0.000
C: 3.8552 -1.5445 2.1881  0.000
Se: 2.4315 -1.1505 0.9151  0.001
C: 1.0294 -2.1945 1.7540  0.001
H: 4.4113 -5.5372 1.3251  0.000
H: 3.0872 -4.5313 0.7305  0.000
H: 3.2598 -4.8385 2.4681  0.000
H: 6.9293 -4.2245 2.7914  0.000
H: 5.8520 -3.5512 4.0180  0.000
H: 6.9483 -2.4911 3.1225  0.000
H: 6.0521 -3.6476 -0.5326  0.000
H: 6.6863 -2.1259 0.1001  0.000
H: 5.0964 -2.1721 -0.6778  0.000
H: 4.4699 -0.6457 2.2523  0.000
H: 3.3868 -1.6744 3.1648  0.000
H: 1.3149 -3.2401 1.8383  0.000
H: 0.1415 -2.1181 1.1271  0.001
H: 0.7985 -1.7894 2.7382  0.000
N: -3.9616 -2.6709 2.3220  -0.008
C: -4.0325 -1.7891 1.2493  0.031
C: -2.9803 -0.9026 1.0342  0.185
N: -2.9805 -0.0403 -0.0288  0.144
C: -4.0974 -0.1235 -0.8500  0.082
C: -5.0847 -1.0174 -0.5860  0.030
N: -5.0975 -1.8774 0.4650  0.179
H: -3.4329 -2.3488 3.1151  -0.001
H: -4.8498 -3.0831 2.5585  0.000
H: -2.1285 -0.8699 1.7020  0.012
H: -4.1427 0.5546 -1.6898  0.004
H: -5.9368 -1.0503 -1.2552  0.000

highest occupied orbital energy (spin up / spin down): -4.8 / -8.1 eV
multiplicity: 4
Kohn-Sham gap (spin up / spin down): 0.192 / 0.310 Ha
E_LUMO (spin up / spin down): 0.40 / 0.38 eV

# 2
Formula: C7H21ClI2N5P2Pd
Source: OMol25
Level of theory: ωB97M-V/def2-TZVPD

Each line ends with the Löwdin spin population.
Atoms and positions in Å:
I: 0.6474 2.0345 3.2514  0.521
I: 2.3428 2.8339 1.6408  0.407
Pd: 0.8570 -2.3427 -0.7446  0.791
P: -0.4765 -3.6807 -2.1456  0.557
C: 0.7826 -4.3838 -0.9190  0.116
C: -2.0244 -2.9398 -1.5488  0.090
H: -2.8287 -3.6802 -1.4872  0.009
H: 0.3420 -3.1833 -4.3779  0.015
H: -2.3116 -2.1664 -2.2659  0.002
H: -0.7414 -1.9173 -3.7361  0.003
H: 1.1552 -3.8751 0.0303  0.031
H: -1.7870 -2.4834 -0.5866  0.015
C: 0.0798 -2.5950 -3.4974  0.131
H: 0.1485 -5.1681 -0.5095  0.008
H: 0.9173 -2.0176 -3.0904  0.025
H: 1.6004 -4.8573 -1.4723  0.001
P: -1.0033 3.4985 -0.1131  0.613
C: -0.7290 4.6386 1.3195  0.113
C: -0.6381 4.1972 -1.8413  0.106
H: -3.0651 3.3494 -1.3143  -0.001
H: -3.0286 4.8153 -0.2630  0.022
H: -3.3310 3.2018 0.4521  0.005
C: -2.7879 3.7457 -0.3227  0.072
H: -1.4106 3.7610 -2.5163  0.000
H: -0.6930 5.2997 -1.8363  0.019
H: -1.4108 5.4749 1.5266  0.014
H: 0.2974 4.9736 1.2762  0.005
H: 0.3524 3.8556 -2.1997  0.001
H: -0.7779 3.9557 2.2051  0.015
Cl: -0.0200 -0.2033 -1.0915  0.146
N: 2.3332 -2.3159 4.4083  0.011
N: 1.9216 -1.6866 3.2816  0.009
N: 2.6204 -0.6037 2.8230  0.022
C: 2.3997 -0.6917 1.5168  0.018
N: 1.6560 -1.7363 1.1877  0.083
N: 1.3969 -2.4173 2.3128  -0.006
H: 1.6861 -3.0282 4.7124  0.000
H: 2.6903 -1.6864 5.1029  0.001
H: 2.8379 0.0245 0.8321  0.008

energy relative to the best compared isomer or geometry (same formula, charge and spin): 0.0000 eV
highest occupied orbital energy (spin up / spin down): -16.5 / -17.9 eV
multiplicity: 5
total charge: +3
Kohn-Sham gap (spin up / spin down): 0.193 / 0.144 Ha
E_LUMO (spin up / spin down): -11.23 / -13.97 eV

# 3
Formula: C5H9O2Se
Source: OMol25
Level of theory: ωB97M-V/def2-TZVPD

Each line ends with the Löwdin spin population.
Atoms and positions in Å:
C: 2.6773 1.7497 -1.1844  0.055
C: -0.3159 0.6896 -0.2267  0.016
C: 1.7767 1.1294 2.2357  0.749
C: -1.1574 -0.2648 -1.0653  0.001
C: 2.9764 0.3985 -0.5193  0.621
O: 2.6320 1.6662 -2.3930  0.041
O: 2.6062 2.6880 -0.4048  0.044
Se: 3.1223 0.3720 1.1855  0.348
H: -0.7969 0.8524 0.7819  0.004
H: -0.3955 1.7666 -0.5435  0.000
H: 0.7566 0.4438 -0.0942  0.011
H: -1.1373 -1.2662 -0.7178  0.000
H: 1.0821 1.9477 2.0006  0.043
H: 2.1966 1.2467 3.2227  0.042
H: -0.9564 -0.2323 -2.1093  0.000
H: -2.1835 0.0716 -1.0135  0.000
H: 3.7941 -0.1869 -0.9117  0.026

highest occupied orbital energy (spin up / spin down): -2.6 / -4.2 eV
multiplicity: 3
total charge: -1
Kohn-Sham gap (spin up / spin down): 0.214 / 0.251 Ha
E_LUMO (spin up / spin down): 3.24 / 2.66 eV

# 4
Formula: C4H8ClN3
Source: OMol25
Level of theory: ωB97M-V/def2-TZVPD

Each line ends with the Mulliken charge.
Atoms and positions in Å:
H: 2.5887 -2.1312 -0.4236  0.214
N: 1.5928 -2.0447 -0.6173  -0.696
C: 1.1265 -1.0359 0.0152  0.385
N: 1.8316 -0.0510 0.7020  -0.450
N: -0.2613 -0.8785 0.0557  -0.247
C: -1.0128 0.2779 -0.1016  0.514
C: -0.3330 1.6091 -0.3657  -1.172
C: -2.3574 0.2433 -0.0832  -0.309
Cl: -3.2437 -1.2267 0.1808  -0.224
H: 1.4207 0.2420 1.5787  0.255
H: 2.8322 -0.2432 0.8016  0.221
H: -0.7245 -1.7347 -0.2144  0.277
H: 0.3921 1.4985 -1.1677  0.338
H: -1.0905 2.3621 -0.6406  0.339
H: 0.2168 1.9880 0.5183  0.237
H: -2.9782 1.1251 -0.2383  0.320

energy relative to the best compared isomer or geometry (same formula, charge and spin): 0.0140 eV
highest occupied orbital energy: -8.3 eV
structure (SMILES): [H]/N=C(\N)N/C(C)=C\Cl
Kohn-Sham gap: 0.330 Ha
E_LUMO: 0.72 eV

| no. | maximum force (eV Å⁻¹) |
| --- | --- |
| 1 | 1.03 |
| 2 | 4.23 |
| 3 | 6.27 |
| 4 | 0.86 |